A structure of composition C16H44AgN6O10 in a non-equilibrium geometry, computed with ωB97M-V/def2-TZVPD.

```
! wB97M-V def2-TZVPD RIJCOSX def2/J DEFGRID3
* xyz 0 2
Ag -0.61 -0.19 -0.21
N -2.90 -1.72 -2.38
O -3.94 -2.03 -1.83
O -2.04 -1.06 -1.83
O -2.73 -2.07 -3.55
N 0.99 1.88 2.26
O 0.51 1.78 3.35
O 0.64 1.09 1.42
O 1.86 2.62 1.99
C -2.05 -0.34 3.26
C -1.27 -1.49 2.63
C -1.31 -2.82 3.35
O -0.87 -2.79 4.66
C 0.50 -2.84 4.78
N -1.71 -1.63 1.23
H -1.97 0.61 2.74
H -1.95 -0.31 4.35
H -3.11 -0.61 3.23
H -0.24 -1.14 2.57
H -0.68 -3.54 2.84
H -2.22 -3.41 3.38
H 1.06 -2.08 4.24
H 0.72 -3.88 4.54
H 0.77 -2.64 5.82
H -1.74 -2.59 0.93
H -2.70 -1.45 1.22
C 0.67 2.30 -3.85
C 0.74 0.92 -3.13
C 2.09 0.11 -3.56
O 2.04 -1.24 -3.02
C 1.12 -2.09 -3.64
N 0.65 1.10 -1.68
H -0.19 2.83 -3.45
H 0.57 2.20 -4.93
H 1.54 2.89 -3.56
H -0.15 0.31 -3.29
H 3.03 0.52 -3.20
H 2.22 0.08 -4.64
H 1.65 -2.35 -4.56
H 0.15 -1.72 -3.97
H 0.96 -3.07 -3.19
H 1.54 0.90 -1.24
H 0.69 2.10 -1.59
C 2.23 -3.43 0.98
C 2.08 -1.94 0.74
C 3.34 -1.30 0.14
O 3.26 0.14 0.05
C 4.44 0.88 -0.20
N 1.00 -1.86 -0.29
H 2.47 -4.00 0.08
H 1.34 -3.88 1.43
H 3.11 -3.68 1.57
H 1.74 -1.35 1.59
H 3.52 -1.70 -0.86
H 4.15 -1.61 0.79
H 4.71 0.71 -1.24
H 5.24 0.52 0.45
H 4.36 1.97 -0.17
H 0.49 -2.72 -0.16
H 1.55 -2.01 -1.12
C -2.95 2.20 -2.01
C -2.36 2.52 -0.61
C -3.27 3.70 0.05
O -2.76 4.03 1.38
C -1.38 4.36 1.34
N -2.25 1.39 0.27
H -3.97 1.88 -1.79
H -2.38 1.44 -2.53
H -2.93 3.03 -2.71
H -1.40 2.95 -0.90
H -4.33 3.48 0.22
H -3.31 4.60 -0.56
H -1.06 4.92 2.22
H -1.09 5.07 0.57
H -0.68 3.52 1.31
H -2.06 2.01 1.05
H -3.16 1.00 0.45
*
```

Its HOMO-LUMO gap (spin up / spin down) is 8.4 / 5.6 eV. Its highest occupied orbital energy (spin up / spin down) is -8.18 / -8.18 eV. The expectation value of S² is 0.753. Its total energy is -50708.0261 eV.

Atom charges from the Mulliken analysis, given in e for atoms 1 to 4:
1 Ag 2.02
2 N 0.66
3 O -0.67
4 O -0.55